The following is a DFT calculation (the ωB97M-V functional and the def2-TZVPD basis) of a molecular structure, C28H25BrMnN3O6S in a non-equilibrium geometry.

Each line ends with the natural charge from an NBO analysis.
Cartesian coordinates (Å):
Mn -0.511 -0.135 0.312  1.062
C -0.770 0.311 3.341  -0.418
N -1.582 0.446 2.119  -0.409
C -2.816 -0.337 2.271  -0.426
C -1.885 1.877 1.893  -0.250
C -0.619 2.515 1.391  -0.085
C -0.242 3.807 1.723  -0.196
C 1.000 4.290 1.335  -0.187
C 1.866 3.466 0.636  -0.197
C 1.484 2.174 0.293  -0.250
C 0.229 1.692 0.642  -0.109
H -1.334 0.665 4.210  0.203
H 0.140 0.899 3.249  0.230
H -0.492 -0.729 3.494  0.227
H -3.419 0.035 3.106  0.210
H -2.564 -1.379 2.468  0.215
H -3.407 -0.269 1.361  0.223
H -2.234 2.350 2.816  0.214
H -2.673 1.955 1.142  0.230
H -0.904 4.426 2.318  0.223
H 1.303 5.291 1.612  0.228
H 2.856 3.817 0.371  0.222
H 2.197 1.534 -0.200  0.228
S 0.658 -0.666 -1.562  0.211
C 1.576 0.534 -2.415  0.100
N 0.922 1.407 -3.197  -0.459
C 1.551 2.242 -4.035  0.096
C 2.922 2.250 -4.098  -0.240
C 3.635 1.417 -3.236  -0.096
C 2.966 0.545 -2.399  -0.232
H -0.106 1.483 -3.027  0.489
H 0.925 2.879 -4.642  0.240
H 3.428 2.905 -4.791  0.253
H 4.716 1.445 -3.226  0.247
H 3.485 -0.121 -1.723  0.278
Br -5.483 0.854 -6.082  0.085
C -5.159 0.359 -4.280  -0.071
C -6.128 -0.335 -3.572  -0.202
C -5.880 -0.692 -2.255  -0.199
C -4.664 -0.391 -1.663  -0.178
C -3.701 0.308 -2.382  -0.108
C -3.955 0.699 -3.694  -0.212
C -2.371 0.641 -1.801  0.827
O -1.549 1.305 -2.448  -0.699
O -2.115 0.184 -0.620  -0.721
H -7.066 -0.590 -4.045  0.240
H -6.643 -1.210 -1.691  0.230
H -4.465 -0.704 -0.647  0.217
H -3.213 1.262 -4.239  0.245
O 2.555 -0.799 0.459  -0.626
C 1.828 -1.486 1.171  0.795
O 0.555 -1.234 1.320  -0.700
C 2.342 -2.707 1.852  -0.173
C 1.487 -3.706 2.305  -0.138
C 1.998 -4.877 2.843  -0.211
C 3.369 -5.050 2.946  -0.179
C 4.208 -4.031 2.520  0.088
C 3.718 -2.866 1.964  -0.163
N 5.662 -4.190 2.667  0.516
O 6.367 -3.280 2.277  -0.366
O 6.062 -5.221 3.170  -0.358
H 0.418 -3.563 2.221  0.225
H 1.329 -5.659 3.173  0.232
H 3.804 -5.952 3.351  0.260
H 4.386 -2.089 1.627  0.269

Summary:
* HOMO-LUMO gap (alpha / beta): 6.2020 / 5.8642 eV
* maximum force: 0.035 Eh/bohr
* LUMO (alpha / beta): -5.30 / -5.64 eV
* charge: +1
* multiplicity: 2



The following is a DFT calculation (the ωB97M-V functional and the def2-TZVPD basis) of a molecular structure, C20H14Br2MgN5O2S2.

Each line ends with the natural charge from an NBO analysis.
Cartesian coordinates (Å):
Mg 0.075 0.590 0.085  1.750
N -2.590 3.892 -1.298  -0.833
C -1.514 3.151 -0.835  0.277
S -1.598 2.565 0.813  -0.577
N -0.560 2.977 -1.701  -0.459
N 0.485 2.217 -1.153  -0.431
C 1.651 2.532 -1.565  0.141
C 2.890 1.962 -1.044  -0.239
C 4.075 2.316 -1.695  -0.147
C 5.315 1.900 -1.254  -0.316
C 5.366 1.110 -0.100  -0.204
C 4.220 0.757 0.575  -0.262
C 2.931 1.158 0.137  0.411
O 1.880 0.798 0.793  -0.898
H -3.444 3.771 -0.784  0.383
H -2.663 3.944 -2.302  0.379
H 1.732 3.314 -2.322  0.167
H 4.001 2.942 -2.580  0.192
H 6.217 2.182 -1.781  0.197
H 6.326 0.768 0.272  0.193
H 4.258 0.140 1.465  0.199
Br 2.057 -3.754 -1.046  0.042
C 0.217 -3.365 -0.863  -0.237
C -0.691 -4.427 -0.743  -0.212
C -2.032 -4.201 -0.618  -0.168
Br -3.213 -5.684 -0.462  0.005
C -2.536 -2.878 -0.591  -0.049
C -3.896 -2.522 -0.437  -0.176
C -4.250 -1.205 -0.378  -0.268
C -3.249 -0.216 -0.449  0.056
N -1.984 -0.508 -0.606  -0.475
C -1.613 -1.817 -0.701  0.040
C -0.179 -2.026 -0.873  0.434
O 0.590 -1.022 -0.996  -0.824
H -0.315 -5.441 -0.749  0.231
H -4.642 -3.302 -0.359  0.223
H -5.284 -0.910 -0.255  0.214
H -3.484 0.837 -0.336  0.222
S -1.515 -1.204 4.246  0.422
C -0.321 0.011 4.404  -0.466
C 0.151 0.355 3.184  -0.025
N -0.455 -0.296 2.127  -0.518
C -1.358 -1.129 2.552  -0.130
H -0.017 0.391 5.364  0.241
H 0.928 1.070 2.960  0.260
H -1.960 -1.743 1.897  0.233

Summary:
* HOMO-LUMO gap: 6.5693 eV
* ΔE to the lowest compared entry with this formula, charge and spin: 0.1854 eV
* maximum force: 0.013 Eh/bohr
* LUMO: 2.24 eV
* charge: -1



The following is a DFT calculation (the ωB97M-V functional and the def2-TZVPD basis) of a molecular structure, C14H33HfN2O7P2 in a non-equilibrium geometry.

Each line ends with the natural charge from an NBO analysis.
Cartesian coordinates (Å):
C 6.312 -1.949 0.448  -0.743
C 5.631 -0.992 -0.506  0.826
O 4.912 -1.375 -1.389  -0.562
O 5.883 0.356 -0.341  -0.540
C 5.030 0.928 0.655  -0.065
C 4.103 1.914 -0.050  -0.415
C 2.964 1.187 -0.786  -0.425
C 2.093 2.197 -1.587  -0.421
C 0.656 2.330 -1.093  -0.483
C -0.399 1.213 -1.480  0.004
O -1.035 0.720 -0.274  -0.829
P -0.254 -0.848 0.122  1.236
O -1.192 -0.965 1.603  -0.627
C -2.320 -1.805 1.624  -0.104
C -2.831 -1.913 3.051  -0.267
N -3.856 -0.925 3.345  -0.387
C -5.178 -1.117 2.734  -0.282
C -5.495 -0.147 1.567  0.115
C -4.741 1.203 1.683  -0.640
O -6.888 -0.005 1.521  -0.671
O 0.743 -0.843 -1.264  -0.721
C 0.077 -0.053 -2.192  -0.256
P 0.864 0.047 -3.913  1.494
N 0.684 -1.429 -4.713  -1.088
O -0.162 1.070 -4.632  -0.956
H 7.161 -2.400 -0.066  0.279
H 6.702 -1.413 1.313  0.237
H 5.627 -2.740 0.734  0.246
H 5.590 1.435 1.439  0.219
H 4.421 0.137 1.104  0.170
H 4.652 2.493 -0.795  0.238
H 3.702 2.641 0.669  0.194
H 3.420 0.486 -1.486  0.277
H 2.385 0.600 -0.073  0.196
H 2.123 1.983 -2.655  0.265
H 2.569 3.173 -1.463  0.254
H 0.285 3.339 -1.539  0.186
H 0.732 2.416 0.062  0.189
H -1.221 1.744 -1.986  0.225
H 0.684 -0.133 0.945  0.025
H 0.382 -2.063 0.684  0.142
H -1.247 -1.635 -0.539  -0.011
H -2.037 -2.813 1.285  0.230
H -3.137 -1.426 1.002  0.210
H -2.019 -1.778 3.766  0.253
H -3.246 -2.919 3.223  0.269
H -4.006 -0.872 4.350  0.414
H -5.956 -0.950 3.480  0.264
H -5.274 -2.137 2.356  0.237
H -5.169 -0.601 0.617  0.152
H -3.795 1.092 1.141  0.175
H -5.338 1.958 1.172  0.233
H -4.565 1.485 2.719  0.229
H -7.116 0.378 0.669  0.487
H -0.888 -0.594 -2.407  0.248
H 1.208 -2.138 -4.194  0.429
H -0.299 -1.717 -4.742  0.399
H -0.961 0.641 -4.978  0.517
Hf -0.971 3.531 0.061  1.730

Summary:
* HOMO-LUMO gap: 2.2717 eV
* maximum force: 0.041 Eh/bohr
* LUMO: -14.28 eV
* charge: +3



The following is a DFT calculation (the ωB97M-V functional and the def2-TZVPD basis) of C2H4N2O2 in the gas phase.

Each line ends with the natural charge from an NBO analysis.
Cartesian coordinates (Å):
N 1.815 -0.027 -0.042  -0.832
C 0.563 -0.273 0.452  0.788
O 0.349 -0.894 1.473  -0.619
N -0.476 0.230 -0.344  -0.674
C -1.816 0.007 -0.095  0.541
O -2.666 0.403 -0.859  -0.569
H 2.584 -0.248 0.572  0.412
H 1.986 0.666 -0.754  0.392
H -0.328 0.685 -1.235  0.408
H -2.011 -0.548 0.832  0.154

Summary:
* HOMO-LUMO gap: 10.8909 eV
* ΔE to the lowest compared entry with this formula, charge and spin: 0.1985 eV
* maximum force: 0.009 Eh/bohr
* LUMO: 0.57 eV
* SMILES: NC(=O)NC=O
* charge: 0